C4H6N2 | ωB97M-V/def2-TZVPD

The geometry in XYZ format:
```
12
Properties=species:S:1:pos:R:3:forces:R:3
C -2.7305 -0.2022 0.0224 0.0 -1.5 0.4
C -1.5838 0.4706 -0.0998 -0.4 0.1 -0.2
C -0.3052 -0.2033 -0.1593 3.0 0.4 -0.7
C 3.0627 0.1134 0.2245 -4.0 -1.4 -2.7
H -3.7036 0.2751 -0.0590 0.2 0.0 0.2
H -2.7552 -1.3277 0.2250 0.2 1.7 -0.5
H -1.5787 1.5494 -0.2130 0.0 -0.1 -0.2
H -0.3185 -1.3249 0.0703 0.4 1.6 -0.4
H 3.9613 -0.5463 0.2598 -1.0 0.4 -0.1
H 3.2139 1.1723 0.7243 -1.1 -2.1 -1.2
N 0.8134 0.4671 -0.5080 -2.1 -3.0 1.6
N 1.9243 -0.4434 -0.4871 4.9 3.9 3.8
```
Positions in Å, forces in eV/Å.

As for the SMILES: C=C/C=N/N=C. The calculation puts the HOMO energy at -0.33322 hartree. The calculation puts the energy above the lowest of the compared OMol25 structures with the same formula, charge and spin at 3.965 eV. The value obtained for the HOMO-LUMO gap is 8.9 eV. For the lowest unoccupied orbital energy, the calculation gives -0.13 eV.